No. 1
{
  "formula": "C6H3CrNO3S",
  "method": "ωB97M-V/def2-TZVPD",
  "symbols": ["O", "C", "Cr", "C", "C", "O", "O", "S", "C", "C", "N", "C", "H", "H", "H"],
  "positions_angstrom": [[0.00, 5.39, -3.28], [0.00, 4.31, -3.01], [0.00, -0.10, -0.65], [1.45, -0.60, -1.94], [-1.45, -0.60, -1.94], [2.18, -0.99, -2.72], [-2.18, -1.00, -2.71], [0.00, -2.33, 2.67], [0.00, -0.61, 3.17], [0.00, 0.37, 2.14], [0.00, -0.54, 0.99], [-0.01, -1.93, 0.99], [0.01, -0.31, 4.16], [0.01, 1.44, 2.09], [-0.01, -2.49, 0.05]],
  "nbo_charge": [-0.434, 0.437, 1.108, 0.464, 0.465, -0.243, -0.244, 0.720, -0.305, -0.014, -0.649, -0.163, 0.277, 0.293, 0.288],
  "e_lumo_ev": [-10.41, -10.31],
  "fmax_ha_per_bohr": 0.1603,
  "total_charge": 2,
  "multiplicity": 5
}

---

No. 2
{
  "formula": "C6H9NO",
  "method": "ωB97M-V/def2-TZVPD",
  "symbols": ["C", "C", "C", "C", "C", "C", "N", "O", "H", "H", "H", "H", "H", "H", "H", "H", "H"],
  "positions_angstrom": [[1.47, 0.18, -1.54], [0.46, -0.67, -1.65], [-0.77, -0.06, -1.30], [-0.71, 0.80, -0.33], [-0.15, 0.47, 1.01], [-0.97, -0.69, 1.57], [1.22, 0.40, 1.25], [1.76, -0.35, 1.99], [2.56, -0.02, -1.74], [1.47, 1.49, -1.68], [0.58, -1.69, -1.98], [-1.58, 0.07, -1.91], [-1.46, 1.70, -0.25], [-0.41, 1.38, 1.63], [-0.55, -1.08, 2.59], [-0.81, -1.61, 0.85], [-2.12, -0.32, 1.49]],
  "nbo_charge": [-0.329, -0.292, -0.239, -0.127, -0.230, -0.639, 0.146, -0.284, 0.201, 0.213, 0.227, 0.213, 0.206, 0.248, 0.238, 0.216, 0.230],
  "e_lumo_ev": [0.44, 0.43],
  "de_lowest_kcal_mol": 160.0,
  "fmax_ha_per_bohr": 0.1179,
  "smiles": "C=C/C=C\\[C@@H](C)N=O"
}

---

No. 3
{
  "formula": "C25H40F2O11S2",
  "method": "ωB97M-V/def2-TZVPD",
  "symbols": ["F", "C", "C", "C", "C", "C", "C", "H", "H", "H", "H", "H", "F", "C", "C", "C", "C", "C", "C", "H", "H", "H", "H", "H", "C", "S", "O", "C", "H", "H", "H", "H", "H", "H", "C", "S", "O", "C", "H", "H", "H", "H", "H", "H", "C", "O", "C", "O", "O", "C", "H", "H", "H", "H", "H", "H", "C", "O", "C", "O", "O", "C", "H", "H", "H", "H", "H", "H", "C", "O", "C", "O", "O", "C", "H", "H", "H", "H", "H", "H"],
  "positions_angstrom": [[0.14, -0.03, 5.86], [-0.60, 0.72, 4.99], [-0.32, 2.03, 4.73], [-1.35, 2.84, 4.29], [-2.54, 2.27, 3.84], [-2.75, 0.93, 3.97], [-1.77, 0.14, 4.53], [0.65, 2.44, 4.96], [-1.19, 3.92, 4.26], [-3.27, 2.87, 3.33], [-3.71, 0.54, 3.73], [-1.81, -0.89, 4.84], [4.81, 2.21, 0.36], [4.99, 3.25, -0.41], [6.32, 3.56, -0.69], [6.56, 4.65, -1.48], [5.53, 5.45, -1.97], [4.20, 5.16, -1.57], [3.97, 4.06, -0.77], [7.09, 2.89, -0.44], [7.54, 4.87, -1.92], [5.79, 6.15, -2.76], [3.41, 5.76, -2.03], [2.93, 3.88, -0.55], [0.00, -3.67, -2.93], [0.02, -3.16, -1.19], [1.30, -2.38, -1.00], [0.21, -4.80, -0.29], [-0.81, -4.39, -3.12], [0.94, -4.21, -3.21], [-0.07, -2.79, -3.55], [-0.11, -4.60, 0.70], [1.21, -5.19, -0.43], [-0.64, -5.39, -0.68], [1.46, -2.83, 2.49], [-0.28, -2.36, 2.67], [-1.07, -3.15, 1.67], [-0.48, -3.24, 4.21], [1.95, -2.46, 3.38], [1.90, -2.29, 1.67], [1.52, -3.90, 2.19], [0.06, -4.18, 4.24], [-1.55, -3.37, 4.27], [-0.11, -2.67, 5.04], [-3.62, -2.96, -0.06], [-4.31, -1.84, -0.73], [-4.28, -1.96, -2.09], [-3.71, -2.79, -2.75], [-4.84, -0.87, -2.66], [-4.82, -1.00, -4.11], [-3.25, -3.69, -0.71], [-4.45, -3.36, 0.47], [-2.79, -2.51, 0.52], [-5.32, -1.88, -4.42], [-3.78, -1.09, -4.48], [-5.43, -0.14, -4.48], [2.19, 1.04, -2.06], [2.17, 0.45, -3.37], [1.02, 0.05, -3.89], [0.85, -0.60, -4.90], [0.04, 0.41, -3.06], [-1.33, 0.27, -3.46], [1.79, 2.09, -2.03], [3.27, 1.21, -1.89], [1.81, 0.44, -1.25], [-2.01, 0.37, -2.65], [-1.42, -0.78, -3.82], [-1.59, 0.95, -4.32], [1.09, 2.27, 1.61], [0.04, 1.60, 0.81], [-0.73, 2.41, 0.15], [-0.69, 3.61, 0.03], [-1.74, 1.82, -0.47], [-2.03, 0.48, -0.17], [1.32, 1.41, 2.23], [0.67, 3.17, 2.08], [1.96, 2.44, 0.99], [-1.23, -0.20, -0.57], [-3.00, 0.21, -0.62], [-1.93, 0.36, 0.91]],
  "mulliken_charge": [-0.375, 0.277, -0.431, -0.546, -0.203, -0.763, -0.322, 0.482, 0.379, 0.430, 0.463, 0.610, -0.315, 0.549, -0.761, -0.262, -0.471, -0.634, 0.110, 0.450, 0.296, 0.348, 0.357, 0.341, -1.093, 0.918, -0.704, -0.988, 0.346, 0.368, 0.195, 0.155, 0.374, 0.364, -1.312, 1.127, -0.834, -1.392, 0.537, 0.289, 0.378, 0.407, 0.395, 0.400, -0.631, -0.354, 0.933, -0.569, -0.327, -0.598, 0.342, 0.349, 0.124, 0.329, 0.206, 0.220, -0.065, -0.409, 0.743, -0.612, -0.143, -0.605, 0.158, 0.099, 0.182, 0.284, 0.155, 0.337, -0.568, 0.182, 0.654, -0.675, -0.472, -0.385, 0.155, 0.314, 0.044, 0.173, 0.246, 0.243],
  "e_lumo_ev": 0.34,
  "de_lowest_kcal_mol": 0.0,
  "fmax_ha_per_bohr": 0.0623
}

---

No. 4
{
  "formula": "C20H27N3O3S",
  "method": "ωB97M-V/def2-TZVPD",
  "symbols": ["C", "O", "C", "C", "C", "C", "N", "C", "C", "C", "C", "N", "C", "O", "C", "C", "S", "C", "C", "C", "C", "N", "C", "C", "C", "O", "C", "H", "H", "H", "H", "H", "H", "H", "H", "H", "H", "H", "H", "H", "H", "H", "H", "H", "H", "H", "H", "H", "H", "H", "H", "H", "H", "H"],
  "positions_angstrom": [[-4.25, -2.07, -3.39], [-4.15, -2.14, -1.99], [-3.17, -1.40, -1.39], [-2.25, -0.60, -2.04], [-1.29, 0.11, -1.33], [-1.24, 0.04, 0.06], [-0.30, 0.79, 0.73], [0.13, 0.51, 2.08], [-0.60, 1.43, 3.09], [-0.18, 2.88, 2.87], [1.34, 3.01, 2.98], [1.96, 2.14, 2.01], [2.72, 2.67, 1.02], [3.03, 3.85, 1.00], [3.18, 1.76, -0.06], [4.40, 1.84, -0.65], [4.55, 0.71, -1.93], [2.90, 0.21, -1.61], [2.22, -0.87, -2.39], [3.12, -1.43, -3.48], [1.74, -1.96, -1.44], [2.35, 0.84, -0.63], [1.64, 0.75, 2.20], [-2.18, -0.75, 0.72], [-3.14, -1.46, 0.02], [-4.09, -2.26, 0.59], [-4.13, -2.35, 1.99], [-4.45, -1.05, -3.74], [-5.09, -2.71, -3.66], [-3.35, -2.45, -3.88], [-2.25, -0.52, -3.11], [-0.58, 0.72, -1.85], [0.44, 1.15, 0.13], [-0.07, -0.54, 2.34], [-1.68, 1.33, 2.95], [-0.35, 1.11, 4.10], [-0.66, 3.52, 3.61], [-0.50, 3.19, 1.88], [1.66, 4.03, 2.76], [1.67, 2.73, 3.98], [5.21, 2.50, -0.39], [1.33, -0.42, -2.86], [4.01, -1.89, -3.04], [2.59, -2.19, -4.05], [3.44, -0.65, -4.17], [1.07, -1.55, -0.69], [1.21, -2.73, -1.99], [2.59, -2.42, -0.93], [2.17, 0.13, 1.48], [1.96, 0.46, 3.21], [-2.17, -0.79, 1.80], [-4.96, -3.02, 2.22], [-3.20, -2.78, 2.40], [-4.31, -1.38, 2.46]],
  "nbo_charge": [-0.247, -0.489, 0.185, -0.256, -0.310, 0.269, -0.660, -0.051, -0.406, -0.411, -0.225, -0.431, 0.657, -0.618, 0.012, -0.386, 0.415, 0.117, -0.280, -0.608, -0.591, -0.486, -0.214, -0.413, 0.361, -0.496, -0.250, 0.171, 0.198, 0.168, 0.216, 0.205, 0.417, 0.196, 0.215, 0.195, 0.213, 0.218, 0.250, 0.184, 0.255, 0.228, 0.209, 0.222, 0.215, 0.228, 0.215, 0.202, 0.235, 0.195, 0.216, 0.200, 0.172, 0.173],
  "e_lumo_ev": 0.58,
  "de_lowest_kcal_mol": 37.0,
  "fmax_ha_per_bohr": 0.0182,
  "smiles": "COc1ccc(N[C@@H]2CCCN(C(=O)c3csc(C(C)C)n3)C2)cc1OC"
}

---

Respective electronic energy values: -53137.6742 -9898.6642 -76197.9257 -42626.4746 eV.